Here is a structure of composition C35H47ClO4PReSi in a non-equilibrium geometry from the OMol25 dataset. Energies are from ωB97M-V/def2-TZVPD.

The geometry in ORCA input format:
```
! wB97M-V def2-TZVPD RIJCOSX def2/J DEFGRID3
* xyz 1 4
C -2.776 5.243 -2.669
C -1.468 -4.213 3.853
O 0.645 -1.083 0.598
H 0.530 -1.980 5.581
P -1.092 2.935 -2.371
H -2.949 2.148 -6.978
H -6.130 5.672 -2.142
H 1.004 3.341 1.097
C 0.572 -4.532 -0.285
C -0.258 1.172 -4.338
H -1.895 5.802 -2.998
H 1.827 5.963 -5.112
H 1.238 -4.527 -2.336
C -0.834 -2.858 4.133
C 0.486 2.517 1.578
H 0.101 -3.206 -1.963
C -1.194 1.228 2.519
O 2.410 -2.694 1.669
H 0.268 -0.087 3.671
H -0.738 -5.032 3.830
C 1.795 -5.269 0.250
C 1.960 6.374 -2.988
H 2.200 1.358 2.464
C -2.669 3.884 -2.318
O 0.066 -3.624 0.725
H 2.522 -3.594 4.255
H -2.167 0.886 2.883
H -1.476 -4.951 -0.871
Re -0.122 0.631 0.876
H -3.704 2.125 -1.574
H 2.677 7.192 -3.105
H 2.646 -4.583 0.362
H -0.353 -6.273 -1.248
C -1.215 2.167 -4.041
H 3.338 -4.685 3.088
H 0.246 4.677 -0.552
C -0.592 -5.496 -0.514
C 0.599 4.965 -1.549
Si 0.806 -2.392 1.531
H -2.658 -2.055 4.975
C -5.159 5.170 -2.189
H -5.930 3.263 -1.507
H -1.235 0.410 -7.524
H -1.494 -0.830 4.456
C 4.762 -2.663 1.758
C -1.921 -1.805 4.200
H -0.702 -3.028 6.295
C -3.807 3.175 -1.873
H -2.445 -1.752 3.237
H 4.299 -3.738 4.268
C 0.944 -3.791 -1.571
C 0.096 0.679 2.934
H -2.950 3.264 -4.765
H -0.847 -5.994 0.431
H -2.163 -4.448 4.678
H 0.495 -0.195 -5.823
C -0.035 -2.909 5.427
H 5.685 -2.616 2.347
H 1.572 -5.732 1.223
C -1.230 0.902 -6.547
C -0.938 2.372 1.698
C -2.190 1.872 -6.242
H -4.101 6.927 -2.891
C 0.112 4.286 -2.690
C -2.194 2.506 -4.993
H -1.674 3.076 1.304
H 4.770 -3.608 1.198
H 3.561 -0.382 2.678
H 0.483 0.893 -3.580
C -4.024 5.874 -2.607
C 0.570 4.638 -3.972
H 1.800 -3.123 -1.402
C 3.506 -2.570 2.624
H 4.344 -1.198 4.046
H 4.780 -1.829 1.043
C -5.046 3.817 -1.827
H -2.067 -4.201 2.935
H 0.207 4.105 -4.856
H 2.573 -1.132 3.983
C 3.409 -3.724 3.619
O 0.125 -2.398 3.022
H 0.644 -3.771 5.437
H 1.875 6.541 -0.828
Cl -1.518 0.080 -0.945
C 3.477 -1.235 3.366
C -0.260 0.557 -5.590
C 1.486 5.687 -4.111
C 1.123 1.478 2.321
H 2.073 -6.054 -0.472
C 1.512 6.008 -1.707
*
```

As for the expectation value of S²: 3.77. The LUMO energy (spin up / spin down) is -2.36 / -6.42 eV. The value obtained for the max |F| is 0.14950 hartree/bohr. The HOMO energy (spin up / spin down) is -11.03 / -10.78 eV. The calculation puts the molecular weight at 812.477 g mol⁻¹. The HOMO-LUMO gap (spin up / spin down) comes out at 8.7 / 4.4 eV.

---

Here is an isolated molecule of C5H8O2 from the OMol25 dataset. Energies are from ωB97M-V/def2-TZVPD.

The geometry in ORCA input format:
```
! wB97M-V def2-TZVPD RIJCOSX def2/J DEFGRID3
* xyz 0 1
C 0.931 -0.383 -0.345
C 0.526 0.222 0.988
H 0.927 -0.222 1.903
H 2.123 -1.252 -1.846
C 2.075 -0.812 -0.853
H 3.007 -0.727 -0.300
H 0.639 1.311 0.993
C -0.921 -0.108 0.620
H -0.738 0.482 -1.440
O -1.322 2.213 0.034
H -1.391 -0.925 1.173
C -0.508 -0.398 -0.830
H -0.889 -1.315 -1.289
O -1.803 1.048 0.808
H -2.657 0.866 0.382
*
```

The LUMO energy is 0.52 eV. The value obtained for the max |F| is 0.00566 hartree/bohr. The HOMO energy is -9.01 eV. The calculation puts the molecular weight at 100.117 g mol⁻¹. The relative energy (zero: lowest compared OMol25 entry of this formula, charge and spin) is 141.4 kcal/mol. The HOMO-LUMO gap comes out at 9.5 eV.

---

Here is an isolated molecule of C5H11NO2 in a non-equilibrium geometry from the OMol25 dataset. Energies are from ωB97M-V/def2-TZVPD.

The geometry in ORCA input format:
```
! wB97M-V def2-TZVPD RIJCOSX def2/J DEFGRID3
* xyz 0 1
C -0.938 -0.101 0.945
C -0.477 1.147 1.749
H 0.056 -1.798 -1.160
H -0.390 -0.980 1.218
H -0.677 1.054 -0.929
O 0.492 1.906 1.000
N 0.325 -0.850 -1.003
C 1.609 -0.603 -0.632
H -2.916 -0.164 -0.672
O 2.491 -1.436 -0.651
H 0.087 0.801 2.612
H 0.166 2.807 0.936
C -2.065 -0.520 -1.254
H -1.971 -0.261 1.264
C -0.793 0.026 -0.606
H -2.057 -0.380 -2.330
H -2.183 -1.599 -1.087
H 1.776 0.450 -0.367
H -1.369 1.726 1.934
*
```

The LUMO energy is 0.63 eV. The value obtained for the max |F| is 0.03638 hartree/bohr. The HOMO energy is -9.45 eV. The calculation puts the molecular weight at 117.148 g mol⁻¹. The SMILES is C[C@@H](CCO)NC=O. The relative energy (zero: lowest compared OMol25 entry of this formula, charge and spin) is 30.7 kcal/mol. The HOMO-LUMO gap comes out at 10.1 eV.

---

Here is a cluster of 7 separate species, C26H63FN2O9 in total from the OMol25 dataset. Energies are from ωB97M-V/def2-TZVPD.

The geometry in ORCA input format:
```
! wB97M-V def2-TZVPD RIJCOSX def2/J DEFGRID3
* xyz 0 1
O 5.040 -3.859 5.673
C -4.625 0.621 -7.251
H -0.225 6.150 -6.117
C 5.276 -5.958 6.880
H -0.683 2.747 -2.282
H 3.174 3.462 4.285
H -1.531 -0.184 -8.587
C 2.079 0.518 4.940
H -2.180 2.464 -0.333
H 2.233 0.049 6.987
H -0.634 3.412 1.423
O 2.656 -0.737 4.588
H 0.642 -0.277 6.321
C -0.175 -2.151 1.913
C -2.308 4.466 -5.386
H 3.223 -3.104 4.516
H -9.929 -2.957 -6.616
H -5.101 0.973 -8.171
C 0.451 -3.535 5.901
H -2.915 -1.264 -8.349
O -1.162 0.745 -0.582
H 7.072 -3.927 7.458
H -2.984 4.038 -4.644
H -2.341 3.846 -6.281
C 1.472 0.425 6.308
O -2.662 2.011 -7.581
O 1.063 -2.791 2.232
H -0.253 0.428 -0.518
N 1.872 -5.413 5.519
H -8.086 -0.233 -8.082
C -1.073 -1.786 3.074
H -3.035 0.102 -9.466
H 5.937 -6.807 7.055
H -8.050 -2.494 -9.084
H 2.568 -4.205 3.293
H 1.082 5.175 -5.439
H -4.959 1.265 -6.438
H 5.743 2.040 4.081
C 7.241 -4.434 6.503
H -1.907 -1.220 2.658
H 0.091 4.532 -6.761
H 0.010 -1.273 1.293
H 0.489 -2.457 5.788
H 6.103 -5.413 4.972
H 0.393 1.980 1.247
C -0.896 4.551 -4.833
O -7.679 -0.525 -7.259
H -1.494 -2.665 3.556
C 5.556 2.895 3.432
H -7.879 -3.825 -7.930
C -9.606 -1.941 -6.846
C 1.564 -4.228 5.185
O -0.863 5.308 -3.620
O 3.839 3.696 4.943
H 2.628 -5.750 4.920
C -0.631 2.354 1.156
H -1.245 1.812 1.877
C 5.023 4.071 4.236
H 7.945 -5.250 6.672
H -0.502 -3.881 5.503
H 6.484 3.154 2.921
C 4.759 5.284 3.358
C -0.305 2.905 -1.273
H -0.561 3.552 -4.548
H -0.704 -2.871 1.292
H -9.931 -1.280 -6.044
C 2.304 -1.212 3.346
H -2.678 5.466 -5.633
H -7.613 -2.146 -6.080
H 0.486 -3.793 6.955
H 4.825 2.588 2.678
H 4.854 -3.427 6.515
H -3.047 2.332 -8.405
H 1.133 1.398 6.649
H 5.742 4.336 5.013
H 4.381 6.114 3.954
C 0.073 5.132 -5.850
C -3.112 0.668 -7.385
H -0.315 3.976 -1.073
C -8.097 -1.868 -7.018
O 2.577 -0.661 2.326
H 5.057 -5.491 7.844
H -1.153 6.203 -3.827
H 4.007 5.045 2.600
H 2.862 1.275 4.927
H 5.666 5.606 2.847
H 0.733 2.559 -1.245
C -2.617 -0.227 -8.510
C -7.608 -2.787 -8.127
F 1.134 0.868 4.005
H -4.980 -0.390 -7.057
H -6.524 -2.724 -8.228
C 2.311 -3.504 4.081
H 4.334 -6.326 6.476
H 7.695 -3.717 5.819
H -10.106 -1.624 -7.766
C -1.141 2.139 -0.262
C 5.925 -4.951 5.944
H -0.594 -1.153 3.812
N 1.550 -2.392 3.485
H -2.654 0.355 -6.446
*
```

The LUMO energy is 0.68 eV. The value obtained for the max |F| is 0.01666 hartree/bohr. The HOMO energy is -9.25 eV. The calculation puts the molecular weight at 566.793 g mol⁻¹. The SMILES is [H]/N=C(/C)CN(OCC)C(=O)O[C@H](C)F.CC(C)O.CC(C)O.CC(C)O.CC(C)O.CC(C)O.CC(C)O. The relative energy (zero: lowest compared OMol25 entry of this formula, charge and spin) is 0.0 kcal/mol. The HOMO-LUMO gap comes out at 9.9 eV.

---

Here is a cluster of 2 separate species, C6H12O in total from the OMol25 dataset. Energies are from ωB97M-V/def2-TZVPD.

The geometry in ORCA input format:
```
! wB97M-V def2-TZVPD RIJCOSX def2/J DEFGRID3
* xyz 0 1
H -1.205 -2.218 -0.550
H 2.016 -0.922 0.766
C -1.319 -2.075 0.541
H -1.061 0.703 -1.729
C 2.435 -0.043 0.273
H 2.747 0.653 1.054
O -0.375 -1.981 1.285
C -1.135 0.802 -0.646
H 0.112 0.713 1.080
C -2.311 0.604 -0.053
H 1.860 1.392 -1.237
H -2.365 -2.044 0.907
H -2.418 0.681 1.026
H -3.207 0.363 -0.617
H 1.107 -0.163 -1.403
H 3.330 -0.355 -0.274
H 0.233 2.196 0.175
C 1.404 0.583 -0.661
C 0.153 1.113 0.063
*
```

The LUMO energy is 1.00 eV. The value obtained for the max |F| is 0.00888 hartree/bohr. The HOMO energy is -9.74 eV. The calculation puts the molecular weight at 100.161 g mol⁻¹. The SMILES is C=CCCC.C=O. The relative energy (zero: lowest compared OMol25 entry of this formula, charge and spin) is 42.6 kcal/mol. The HOMO-LUMO gap comes out at 10.7 eV.

---

Values of calculated total energy, in order: -2832.0532; -345.5797; -402.3292; -1914.8909; -310.9914, all in Eh.